No. 1
Entry from the Open Molecules 2025 dataset: a structure of composition C18H41GdN2OP3S in a non-equilibrium geometry (ωB97M-V with the def2-TZVPD basis set).

Structure (XYZ):
```
67
C18H41GdN2OP3S, DFT ωB97M-V with the def2-TZVPD basis set
Gd -0.130 -0.041 -0.182
P 1.805 1.068 1.300
P -1.029 1.877 -1.299
P 1.500 -0.549 -1.916
H -1.818 -2.210 0.014
C -0.794 -2.092 -0.330
C 0.281 -2.126 0.672
H 0.019 -2.263 1.726
C 1.493 1.518 2.999
C 2.473 2.614 0.738
C 3.173 -0.063 1.443
C -2.318 1.359 -2.418
C -1.752 3.165 -0.333
C 0.098 2.790 -2.345
C 2.303 -2.133 -1.765
C 2.815 0.560 -2.298
C 0.553 -0.728 -3.436
H -0.587 -2.481 -1.320
H 1.263 -2.502 0.404
H 1.029 0.512 3.654
H 0.709 2.252 3.136
H 2.406 1.686 3.510
H 1.710 3.394 0.773
H 2.857 2.520 -0.274
H 3.286 2.852 1.430
H 2.880 -1.004 1.918
H 3.923 0.447 2.065
H 3.613 -0.287 0.465
H -2.671 2.268 -2.914
H -3.148 0.887 -1.880
H -1.954 0.648 -3.167
H -2.110 3.897 -1.063
H -1.014 3.635 0.326
H -2.594 2.819 0.274
H -0.521 3.575 -2.784
H 0.530 2.187 -3.145
H 0.907 3.242 -1.762
H 2.857 -2.238 -2.698
H 1.596 -2.960 -1.660
H 2.995 -2.151 -0.918
H 3.254 0.175 -3.222
H 3.569 0.551 -1.508
H 2.481 1.589 -2.453
H 1.262 -1.110 -4.178
H 0.146 0.225 -3.783
H -0.275 -1.437 -3.317
C -2.614 -0.872 -7.131
C -3.744 -1.411 -7.787
C -3.942 -2.788 -7.786
C -3.034 -3.640 -7.144
C -1.919 -3.098 -6.498
C -1.704 -1.719 -6.487
O -2.361 0.468 -7.090
H -3.067 0.935 -7.573
H -4.444 -0.744 -8.283
H -4.813 -3.202 -8.292
H -3.197 -4.720 -7.149
H -1.207 -3.750 -5.996
H -0.840 -1.282 -5.990
N -0.991 0.794 4.296
C -0.071 -0.072 3.783
N 0.262 -1.258 4.313
S -0.122 -0.032 2.094
H -1.237 0.675 5.247
H -1.481 1.539 3.780
H 0.779 -1.999 3.832
H 0.034 -1.406 5.263
```

Summary:
- multiplicity = 8
- E (Eh) = -3081.7539
- charge = +3
- relative energy (zero: lowest compared OMol25 entry of this formula, charge and spin) (kcal/mol) = 237.0
- frontier orbital gap (spin up / spin down) (eV) = 3.13 / 2.93

These are the Mulliken partial charges, in e, on atoms 1 to 4:
1 Gd -0.1536
2 P 1.4026
3 P 1.0168
4 P 1.0979



No. 2
Entry from the Open Molecules 2025 dataset: a structure of composition C18H41N2P3S2Yb in a non-equilibrium geometry (ωB97M-V with the def2-TZVPD basis set).

Structure (XYZ):
```
67
C18H41N2P3S2Yb, DFT ωB97M-V with the def2-TZVPD basis set
Yb -0.244 -0.242 1.062
P 1.854 1.094 2.367
P -1.949 1.707 1.505
P 0.597 0.911 -1.074
H -1.039 -2.647 0.791
C -0.203 -2.360 0.132
C 1.044 -2.268 0.597
H 1.288 -2.480 1.649
C 2.565 0.794 4.086
C 1.914 2.963 2.486
C 3.468 0.768 1.490
C -3.490 1.079 0.709
C -2.477 2.149 3.200
C -1.674 3.343 0.737
C 1.728 -0.198 -2.002
C 1.313 2.571 -1.226
C -0.947 0.887 -2.100
H -0.545 -1.983 -0.844
H 1.888 -1.818 0.060
H 2.586 -0.302 4.214
H 1.861 1.181 4.850
H 3.589 1.193 4.294
H 1.075 3.309 3.119
H 1.773 3.425 1.491
H 2.867 3.337 2.925
H 3.629 -0.326 1.496
H 4.323 1.255 2.007
H 3.448 1.088 0.432
H -4.267 1.855 0.850
H -3.786 0.129 1.197
H -3.323 0.872 -0.369
H -3.303 2.881 3.118
H -1.606 2.583 3.732
H -2.774 1.232 3.748
H -2.577 3.940 0.954
H -1.499 3.255 -0.351
H -0.772 3.785 1.206
H 1.846 0.219 -3.021
H 1.313 -1.226 -2.025
H 2.695 -0.244 -1.461
H 1.357 2.792 -2.310
H 2.320 2.583 -0.758
H 0.679 3.304 -0.687
H -0.649 1.100 -3.142
H -1.692 1.623 -1.739
H -1.419 -0.116 -2.050
C -0.602 -2.717 -5.748
C -1.780 -2.972 -6.475
C -2.026 -4.250 -6.977
C -1.101 -5.279 -6.764
C 0.075 -5.030 -6.048
C 0.327 -3.755 -5.544
S -0.254 -1.148 -5.076
H -1.370 -0.489 -5.496
H -2.477 -2.150 -6.622
H -2.943 -4.442 -7.535
H -1.299 -6.275 -7.158
H 0.800 -5.826 -5.878
H 1.235 -3.535 -4.985
N -0.406 0.987 5.948
C -0.285 -0.146 5.242
N 0.227 -1.218 5.842
S -0.511 -0.251 3.508
H -0.565 1.016 6.945
H -0.633 1.827 5.433
H 0.515 -1.954 5.212
H 0.286 -1.393 6.828
```

Summary:
- multiplicity = 2
- E (Eh) = -3798.0965
- charge = +3
- relative energy (zero: lowest compared OMol25 entry of this formula, charge and spin) (kcal/mol) = 29.2
- frontier orbital gap (spin up / spin down) (eV) = 3.36 / 3.38

These are the Mulliken partial charges, in e, on atoms 1 to 4:
1 Yb -0.4706
2 P 1.1038
3 P 0.9576
4 P 0.9559



Which of these has the highest E?
C18H41GdN2OP3S



What is the charge in the second record?
+3



Number 2 is which compound?
C18H41N2P3S2Yb